1.
Entry from the OMol25 dataset: a cluster of 2 separate species, C9H14 in total in a non-equilibrium geometry (ωB97M-V/def2-TZVPD).

2S+1   1
Structure (SMILES)   Cc1ccccc1.CC
ΔE to the lowest compared entry with this formula, charge and spin   1.784 eV
Electronic energy   -9558.3971 eV
Orbital gap   10.03 eV
HOMO energy   -9.02 eV

Cartesian coordinates (Å):
C (1.053, 1.828, -0.483)
C (1.141, 0.467, -1.058)
C (0.102, -0.417, -0.707)
C (0.191, -1.767, -0.916)
C (1.381, -2.231, -1.491)
C (2.253, -1.359, -2.004)
C (2.165, -0.015, -1.797)
H (0.107, 1.884, 0.167)
H (0.931, 2.612, -1.308)
H (1.768, 2.186, 0.306)
H (-0.806, -0.116, -0.275)
H (-0.540, -2.411, -0.496)
H (1.552, -3.352, -1.593)
H (3.117, -1.744, -2.621)
H (2.988, 0.659, -2.092)
C (-2.671, -0.014, 1.592)
C (-1.725, 0.900, 2.427)
H (-2.199, -0.954, 1.597)
H (-3.598, 0.053, 2.056)
H (-2.800, 0.472, 0.420)
H (-0.724, 1.191, 2.098)
H (-1.528, 0.234, 3.425)
H (-2.156, 1.892, 2.751)

The molecule's natural (NBO) atomic charges, reported in e, are given here:
1. C -0.64
2. C -0.02
3. C -0.21
4. C -0.21
5. C -0.22
6. C -0.20
7. C -0.22
8. H 0.21
9. H 0.22
10. H 0.23
11. H 0.21
12. H 0.21
13. H 0.21
14. H 0.21
15. H 0.21
16. C -0.59
17. C -0.61
18. H 0.21
19. H 0.21
20. H 0.18
21. H 0.21
22. H 0.19
23. H 0.21


2.
Entry from the OMol25 dataset: a cluster of 2 separate species, C12H19NO2 in total in a non-equilibrium geometry (ωB97M-V/def2-TZVPD).

2S+1   1
Structure (SMILES)   CCN(C)C(C)=O.Cc1ccc(O)cc1
ΔE to the lowest compared entry with this formula, charge and spin   1.435 eV
Electronic energy   -18335.8885 eV
Orbital gap   9.10 eV
HOMO energy   -8.28 eV

Cartesian coordinates (Å):
C (3.230, 1.886, 2.205)
C (1.786, 1.437, 2.078)
N (1.677, 0.029, 2.538)
C (0.518, -0.197, 3.396)
C (2.076, -1.053, 1.798)
C (2.881, -1.136, 0.523)
O (1.600, -2.148, 2.127)
H (3.830, 1.376, 1.485)
H (3.552, 2.015, 3.251)
H (3.356, 2.980, 2.202)
H (1.157, 2.060, 2.697)
H (1.522, 1.436, 1.018)
H (-0.209, 0.610, 3.319)
H (0.085, -1.173, 3.236)
H (0.756, -0.214, 4.465)
H (2.334, -0.563, -0.223)
H (3.947, -0.903, 0.575)
H (2.911, -2.177, 0.230)
C (-3.975, 0.490, -3.991)
C (-2.987, -0.083, -3.027)
C (-3.216, -0.005, -1.654)
C (-2.316, -0.479, -0.718)
C (-0.999, -0.665, -1.139)
O (0.098, -0.598, -0.338)
C (-0.765, -0.921, -2.485)
C (-1.779, -0.671, -3.392)
H (-3.992, 1.577, -3.956)
H (-4.988, 0.214, -3.687)
H (-3.866, 0.133, -5.013)
H (-4.117, 0.400, -1.223)
H (-2.544, -0.655, 0.327)
H (-0.053, -0.752, 0.606)
H (0.185, -1.325, -2.792)
H (-1.696, -0.924, -4.437)

The molecule's natural (NBO) atomic charges, reported in e, are given here:
1. C -0.64
2. C -0.22
3. N -0.44
4. C -0.43
5. C 0.66
6. C -0.72
7. O -0.65
8. H 0.22
9. H 0.23
10. H 0.22
11. H 0.21
12. H 0.20
13. H 0.19
14. H 0.24
15. H 0.20
16. H 0.25
17. H 0.23
18. H 0.25
19. C -0.62
20. C -0.06
21. C -0.19
22. C -0.28
23. C 0.31
24. O -0.69
25. C -0.28
26. C -0.18
27. H 0.22
28. H 0.21
29. H 0.22
30. H 0.21
31. H 0.21
32. H 0.49
33. H 0.23
34. H 0.21


3.
Entry from the OMol25 dataset: a structure of composition C33H40HgN8O2S4SbTe in a non-equilibrium geometry (ωB97M-V/def2-TZVPD).

2S+1   1
ΔE to the lowest compared entry with this formula, charge and spin   0.088 eV
Electronic energy   -112235.1827 eV
Orbital gap   5.81 eV
HOMO energy   -3.67 eV
Net charge   -1

Cartesian coordinates (Å):
Hg (-0.693, -0.189, -0.274)
S (-3.088, -3.609, -0.460)
Sb (-0.957, -3.288, -1.207)
S (0.259, -2.113, 0.693)
S (-1.113, -1.094, -2.435)
O (-4.033, 3.236, 5.377)
C (-2.748, 3.528, 4.864)
C (-2.347, 2.463, 3.880)
C (-1.052, 1.968, 3.842)
C (-0.740, 1.003, 2.903)
N (-1.622, 0.511, 2.055)
C (-2.876, 0.956, 2.097)
C (-3.276, 1.944, 2.990)
C (-3.827, 0.316, 1.172)
C (-5.146, 0.090, 1.546)
C (-5.990, -0.606, 0.689)
C (-7.408, -0.919, 1.095)
O (-7.654, -0.818, 2.476)
C (-5.480, -1.017, -0.533)
C (-4.158, -0.729, -0.835)
N (-3.351, -0.077, -0.009)
H (-4.250, 3.873, 6.065)
H (-2.004, 3.572, 5.674)
H (-2.752, 4.503, 4.351)
H (-0.299, 2.334, 4.525)
H (0.259, 0.588, 2.834)
H (-4.289, 2.309, 2.989)
H (-5.503, 0.409, 2.513)
H (-7.663, -1.925, 0.735)
H (-8.093, -0.204, 0.626)
H (-7.011, -1.370, 2.935)
H (-6.077, -1.586, -1.227)
H (-3.743, -1.015, -1.791)
C (2.078, -0.956, -5.998)
C (2.436, -2.183, -5.161)
C (1.177, -2.898, -4.682)
C (3.355, -1.806, -3.981)
N (2.775, -0.841, -3.096)
C (2.116, -1.023, -1.941)
N (1.751, 0.155, -1.491)
N (2.189, 1.041, -2.378)
N (2.797, 0.470, -3.335)
H (1.417, -1.243, -6.813)
H (2.968, -0.490, -6.416)
H (1.557, -0.220, -5.391)
H (3.018, -2.875, -5.783)
H (0.528, -2.220, -4.132)
H (1.426, -3.740, -4.039)
H (0.615, -3.275, -5.534)
H (4.284, -1.379, -4.367)
H (3.580, -2.696, -3.388)
H (1.962, -1.960, -1.449)
C (-3.666, 2.905, -1.642)
N (-2.421, 2.704, -2.313)
C (-2.357, 2.374, -3.721)
C (-0.864, 2.094, -3.946)
N (-0.272, 2.467, -2.678)
C (-1.212, 2.619, -1.736)
S (-0.906, 2.807, -0.114)
H (-4.222, 3.718, -2.120)
H (-3.446, 3.177, -0.610)
H (-4.273, 1.995, -1.654)
H (-2.720, 3.219, -4.320)
H (-2.978, 1.498, -3.932)
H (-0.426, 2.695, -4.748)
H (-0.694, 1.030, -4.143)
H (0.677, 2.182, -2.445)
Te (2.180, -1.855, 2.843)
C (3.814, -1.266, 4.184)
C (4.704, -2.183, 4.720)
C (5.727, -1.783, 5.563)
C (5.876, -0.444, 5.885)
C (4.994, 0.487, 5.361)
C (3.976, 0.070, 4.523)
C (3.499, -1.407, 1.217)
C (4.100, -2.435, 0.506)
C (4.927, -2.157, -0.568)
C (5.170, -0.844, -0.939)
C (4.574, 0.186, -0.230)
C (3.739, -0.097, 0.838)
H (4.595, -3.231, 4.475)
H (6.416, -2.515, 5.971)
H (6.683, -0.129, 6.535)
H (5.104, 1.539, 5.606)
H (3.289, 0.804, 4.123)
H (3.902, -3.464, 0.779)
H (5.388, -2.970, -1.116)
H (5.820, -0.627, -1.779)
H (4.741, 1.216, -0.516)
H (3.252, 0.716, 1.360)

The molecule's Löwdin atomic charges, reported in e, are given here:
1. Hg 0.49
2. S -0.32
3. Sb 0.22
4. S -0.32
5. S -0.15
6. O -0.06
7. C -0.22
8. C -0.19
9. C -0.01
10. C -0.16
11. N 0.04
12. C -0.24
13. C 0.04
14. C -0.21
15. C 0.04
16. C -0.19
17. C -0.22
18. O -0.07
19. C -0.04
20. C -0.25
21. N 0.07
22. H 0.09
23. H 0.12
24. H 0.13
25. H 0.11
26. H 0.05
27. H 0.12
28. H 0.11
29. H 0.12
30. H 0.13
31. H 0.09
32. H 0.11
33. H 0.03
34. C -0.08
35. C -0.40
36. C -0.10
37. C -0.12
38. N -0.09
39. C -0.23
40. N -0.01
41. N -0.04
42. N 0.07
43. H 0.08
44. H 0.07
45. H 0.06
46. H 0.13
47. H -0.02
48. H 0.07
49. H 0.08
50. H 0.13
51. H 0.13
52. H 0.07
53. C -0.07
54. N -0.16
55. C -0.12
56. C -0.17
57. N 0.02
58. C -0.89
59. S 0.64
60. H 0.09
61. H 0.05
62. H 0.08
63. H 0.12
64. H 0.12
65. H 0.11
66. H 0.05
67. H 0.06
68. Te 1.19
69. C -0.51
70. C -0.15
71. C -0.11
72. C -0.11
73. C -0.11
74. C -0.16
75. C -0.54
76. C -0.15
77. C -0.12
78. C -0.12
79. C -0.11
80. C -0.15
81. H 0.09
82. H 0.10
83. H 0.09
84. H 0.10
85. H 0.08
86. H 0.09
87. H 0.10
88. H 0.10
89. H 0.10
90. H 0.10


4.
Entry from the OMol25 dataset: a cluster of 2 separate species, C10H18F10NPS3 in total in a non-equilibrium geometry (ωB97M-V/def2-TZVPD).

2S+1   1
Electronic energy   -81121.7182 eV
Orbital gap   8.04 eV
HOMO energy   -9.55 eV

Cartesian coordinates (Å):
C (-2.016, -1.392, -1.984)
C (-2.405, 0.094, -1.978)
N (-1.248, 0.995, -1.926)
C (-1.749, 2.382, -1.708)
C (-0.778, 3.344, -1.050)
C (-0.451, 0.915, -3.080)
S (-0.932, 0.366, -4.519)
S (1.266, 1.474, -2.964)
C (2.069, 0.080, -2.126)
C (2.724, 0.471, -0.804)
C (1.774, 1.284, 0.059)
S (0.481, 0.193, 0.691)
C (0.192, 0.677, 2.437)
F (-0.256, 1.913, 2.460)
F (1.347, 0.619, 3.014)
C (-0.797, -0.305, 3.161)
F (-1.884, 0.383, 3.427)
F (-1.091, -1.326, 2.388)
H (-1.017, -1.485, -1.564)
H (-2.690, -1.924, -1.324)
H (-2.066, -1.823, -2.971)
H (-3.007, 0.240, -1.088)
H (-3.075, 0.310, -2.808)
H (-2.607, 2.318, -1.051)
H (-2.131, 2.805, -2.637)
H (-0.522, 3.033, -0.041)
H (0.117, 3.541, -1.624)
H (-1.289, 4.296, -0.941)
H (2.862, -0.262, -2.779)
H (1.406, -0.770, -1.995)
H (2.956, -0.451, -0.278)
H (3.624, 1.053, -0.965)
H (2.330, 1.680, 0.904)
H (1.330, 2.132, -0.446)
H (-0.685, 0.459, 0.039)
H (-0.333, -0.708, 4.058)
F (0.419, -4.501, 1.894)
P (1.224, -3.813, 3.150)
F (2.855, -3.733, 3.265)
F (1.397, -2.698, 1.948)
F (-0.164, -4.020, 3.998)
F (1.224, -2.506, 4.175)
F (1.599, -5.343, 3.585)

The molecule's natural (NBO) atomic charges, reported in e, are given here:
1. C -0.62
2. C -0.24
3. N -0.55
4. C -0.22
5. C -0.63
6. C -0.11
7. S 0.12
8. S 0.22
9. C -0.54
10. C -0.43
11. C -0.55
12. S 0.57
13. C 0.55
14. F -0.30
15. F -0.27
16. C 0.51
17. F -0.31
18. F -0.30
19. H 0.20
20. H 0.23
21. H 0.23
22. H 0.20
23. H 0.21
24. H 0.21
25. H 0.20
26. H 0.20
27. H 0.22
28. H 0.23
29. H 0.25
30. H 0.24
31. H 0.25
32. H 0.24
33. H 0.27
34. H 0.27
35. H 0.23
36. H 0.20
37. F -0.60
38. P 2.61
39. F -0.59
40. F -0.62
41. F -0.59
42. F -0.62
43. F -0.59


5.
Entry from the OMol25 dataset: a structure of composition C38H43Cl5FN9PtSeSi in a non-equilibrium geometry (ωB97M-V/def2-TZVPD).

2S+1   1
ΔE to the lowest compared entry with this formula, charge and spin   2.054 eV
Electronic energy   -195304.5002 eV
Orbital gap (spin up / spin down)   4.08 / 4.08 eV
HOMO energy (spin up / spin down)   -12.47 / -12.47 eV
Net charge   +2

Cartesian coordinates (Å):
Pt (-0.255, 0.463, 0.764)
C (2.848, 1.755, 4.264)
Si (1.556, 0.805, 3.323)
C (-0.052, 1.545, 3.865)
C (1.628, -0.980, 3.831)
N (1.677, 0.839, 1.468)
C (2.764, 1.184, 0.768)
C (4.021, 1.394, 1.450)
C (5.140, 1.855, 0.829)
C (5.128, 2.115, -0.549)
C (3.985, 1.852, -1.289)
C (2.852, 1.395, -0.666)
F (1.842, 1.115, -1.457)
H (2.434, 1.912, 5.265)
H (3.068, 2.739, 3.841)
H (3.788, 1.210, 4.388)
H (-0.171, 1.308, 4.929)
H (-0.923, 1.156, 3.344)
H (-0.054, 2.631, 3.760)
H (2.202, -1.049, 4.760)
H (2.117, -1.624, 3.095)
H (0.632, -1.373, 4.037)
H (4.065, 1.167, 2.497)
H (6.043, 2.015, 1.404)
H (6.014, 2.491, -1.044)
H (3.959, 1.989, -2.362)
N (-2.846, 3.101, 0.485)
C (-3.220, 2.098, 1.277)
N (-4.363, 2.277, 1.925)
C (-4.760, 1.286, 2.709)
N (-5.870, 1.447, 3.423)
N (-4.106, 0.108, 2.841)
C (-2.991, 0.018, 2.171)
N (-2.445, 0.962, 1.378)
C (-2.259, -1.263, 2.341)
C (-2.876, -2.319, 2.989)
C (-2.195, -3.512, 3.146)
C (-0.900, -3.594, 2.667)
C (-0.349, -2.490, 2.045)
N (-1.012, -1.337, 1.859)
H (-3.431, 3.919, 0.463)
H (-1.958, 3.095, 0.024)
H (-6.378, 2.313, 3.366)
H (-6.197, 0.709, 4.021)
H (-3.882, -2.178, 3.355)
H (-2.663, -4.354, 3.639)
H (-0.311, -4.495, 2.772)
H (0.661, -2.537, 1.692)
C (4.756, -3.407, -1.575)
C (4.072, -3.605, -2.928)
C (4.115, -2.362, -3.817)
C (3.275, -1.206, -3.284)
N (1.840, -1.532, -3.304)
C (1.067, -1.803, -2.236)
Se (1.528, -1.528, -0.447)
N (-0.129, -2.240, -2.666)
C (-1.150, -2.875, -1.811)
C (-0.762, -4.300, -1.431)
C (-0.746, -5.299, -2.589)
C (-2.128, -5.566, -3.182)
C (-0.151, -2.198, -4.054)
C (-1.167, -2.457, -4.973)
C (-0.856, -2.293, -6.303)
C (0.425, -1.876, -6.717)
C (1.420, -1.596, -5.808)
C (1.101, -1.764, -4.460)
H (4.824, -4.352, -1.036)
H (4.216, -2.704, -0.936)
H (5.772, -3.029, -1.709)
H (3.033, -3.924, -2.783)
H (4.574, -4.412, -3.461)
H (3.776, -2.623, -4.821)
H (5.144, -2.007, -3.905)
H (3.425, -0.305, -3.879)
H (3.539, -0.985, -2.253)
H (-2.097, -2.846, -2.348)
H (-1.251, -2.272, -0.912)
H (-1.476, -4.639, -0.674)
H (0.222, -4.268, -0.955)
H (-0.342, -6.238, -2.208)
H (-0.060, -4.957, -3.370)
H (-2.838, -5.848, -2.401)
H (-2.086, -6.381, -3.903)
H (-2.531, -4.697, -3.704)
H (-2.160, -2.751, -4.662)
H (-1.617, -2.475, -7.051)
H (0.627, -1.767, -7.775)
H (2.394, -1.250, -6.128)
Cl (1.024, 3.767, 1.431)
C (0.391, 3.345, -0.128)
C (-0.210, 2.108, -0.361)
C (-0.776, 1.916, -1.619)
Cl (-1.613, 0.415, -1.920)
C (-0.745, 2.873, -2.624)
Cl (-1.445, 2.550, -4.150)
C (-0.128, 4.094, -2.371)
Cl (-0.119, 5.313, -3.569)
C (0.452, 4.324, -1.126)
Cl (1.231, 5.816, -0.823)

The molecule's Löwdin atomic charges, reported in e, are given here:
1. Pt 1.02
2. C -0.17
3. Si 0.45
4. C -0.18
5. C -0.15
6. N -0.14
7. C -0.33
8. C 0.00
9. C -0.03
10. C 0.01
11. C 0.02
12. C -0.26
13. F 0.03
14. H 0.06
15. H 0.05
16. H 0.05
17. H 0.06
18. H -0.01
19. H 0.02
20. H 0.06
21. H 0.04
22. H 0.03
23. H 0.07
24. H 0.13
25. H 0.13
26. H 0.14
27. N 0.22
28. C -0.39
29. N 0.19
30. C -0.42
31. N 0.21
32. N 0.19
33. C -0.30
34. N 0.08
35. C -0.20
36. C 0.02
37. C -0.01
38. C -0.02
39. C -0.21
40. N -0.02
41. H 0.13
42. H 0.05
43. H 0.13
44. H 0.12
45. H 0.12
46. H 0.13
47. H 0.13
48. H 0.01
49. C -0.10
50. C -0.24
51. C -0.17
52. C -0.13
53. N 0.01
54. C -0.57
55. Se 0.99
56. N -0.02
57. C -0.16
58. C -0.19
59. C -0.24
60. C -0.09
61. C -0.15
62. C 0.01
63. C -0.04
64. C -0.04
65. C 0.01
66. C -0.13
67. H 0.08
68. H 0.02
69. H 0.08
70. H 0.10
71. H 0.12
72. H 0.11
73. H 0.13
74. H 0.13
75. H 0.07
76. H 0.12
77. H 0.06
78. H 0.12
79. H 0.09
80. H 0.11
81. H 0.10
82. H 0.08
83. H 0.08
84. H 0.05
85. H 0.11
86. H 0.12
87. H 0.12
88. H 0.12
89. Cl 0.77
90. C -0.68
91. C -0.43
92. C -0.70
93. Cl 0.76
94. C -0.71
95. Cl 0.74
96. C -0.70
97. Cl 0.75
98. C -0.70
99. Cl 0.74


- Which of these has the lowest electronic energy?
  C38H43Cl5FN9PtSeSi